Model i:
ORCA calculation (the ωB97M-V functional and the def2-TZVPD basis) on a molecular structure, C39H38Br5N5O3PSTa.

Geometry as ORCA input:
```
! wB97M-V def2-TZVPD RIJCOSX def2/J DEFGRID3
* xyz 2 1
H -2.541 1.497 -2.904
C -2.575 -4.258 -0.461
Br -0.930 -7.748 1.075
C 1.377 2.323 -6.213
C 0.724 1.796 -2.037
C 4.054 2.726 -6.880
H -1.487 1.757 4.405
C -1.915 2.327 3.581
C 5.298 -2.518 1.408
N 3.254 -2.794 0.690
H 2.393 -3.236 0.394
Br 1.510 -5.518 1.457
C -1.590 -0.881 3.388
C 1.987 3.550 -5.968
H -1.622 3.372 3.713
N 0.427 4.571 -4.526
H -3.333 -2.285 1.261
H -2.950 2.935 1.123
O -0.827 0.382 -1.113
H 0.584 1.741 1.272
N 4.530 -1.401 1.709
C -0.606 1.366 -2.045
H -2.999 2.283 3.646
H -4.590 0.634 3.224
Br -3.775 -6.813 -0.313
C 3.301 3.766 -6.353
C 2.476 3.249 -2.763
C -1.552 -3.357 -0.240
H -1.599 2.420 0.110
C -3.644 -0.111 1.376
C -1.134 2.922 -3.754
H -4.382 1.877 1.981
C -3.826 0.183 -0.123
H 2.845 4.092 -3.330
C -2.393 -5.582 -0.059
C 3.278 -1.594 1.266
C 3.454 1.492 -7.069
O -1.583 -2.022 -0.541
O 0.505 -2.700 0.483
C -2.285 -1.480 5.626
H 3.734 4.747 -6.200
H 3.460 0.954 -0.483
H -1.404 3.760 1.230
Br -4.124 -3.644 -1.318
C -1.179 -5.981 0.525
C -0.423 -2.609 4.618
H 0.096 -2.008 2.651
H -1.159 -3.036 6.585
P -1.839 0.082 1.872
Br 4.469 0.060 -7.739
C -0.582 -1.839 3.473
H 0.330 2.176 -6.004
C 0.153 3.395 -3.770
C -1.375 1.862 2.224
H 4.697 0.681 1.921
H -1.852 3.353 -4.439
H -5.590 0.623 1.788
H -4.112 -1.750 2.746
S 2.043 -0.395 1.459
C -1.526 1.872 -2.896
C -0.366 -3.744 0.338
C -1.874 2.782 1.100
C 4.496 -3.393 0.774
H 0.570 1.233 2.987
H 1.646 0.343 -6.998
H -4.874 -0.005 -0.368
C 1.128 2.839 -2.879
H 6.081 -0.267 2.505
Ta -0.112 -0.860 0.021
H 6.338 -2.580 1.676
C -2.442 -0.711 4.487
H 5.091 2.873 -7.145
H -3.226 -0.462 -0.756
H 4.576 -0.215 3.447
H -3.231 0.025 4.467
H 4.354 2.856 -1.828
N 1.336 4.698 -5.363
C 2.813 1.502 -1.159
H 0.367 -3.348 4.661
C 3.314 2.575 -1.920
H -2.956 -1.337 6.463
H 4.693 -4.372 0.375
H -3.614 1.226 -0.360
C -1.276 -2.433 5.694
C -4.035 -1.564 1.677
C 2.111 1.294 -6.778
N 1.557 1.125 -1.192
C 4.998 -0.223 2.444
C -0.148 -5.057 0.703
C -4.580 0.823 2.154
C 0.147 1.927 2.261
H -5.009 -1.754 1.225
H 0.451 2.936 2.550
*
```

HOMO level = -12.53 eV
Frontier orbital gap = 0.2083 hartree

***

Model ii:
ORCA calculation (the ωB97M-V functional and the def2-TZVPD basis) on a molecular structure, C39H38Br5N5O3PSTa.

Geometry as ORCA input:
```
! wB97M-V def2-TZVPD RIJCOSX def2/J DEFGRID3
* xyz 2 1
H -2.626 4.977 -0.497
C -4.440 2.265 -5.520
H 3.085 3.465 0.137
C -0.983 2.181 0.500
H 3.477 0.886 -0.026
H -0.609 1.856 3.311
S 0.542 -3.902 0.406
C 1.157 3.668 2.356
H 1.754 4.199 1.622
H 0.486 0.473 3.470
C -2.474 4.000 -0.056
C -4.196 -1.827 -0.184
Br 3.599 -2.680 6.673
H -4.488 1.156 -1.814
H 3.584 1.380 -1.713
C 1.302 2.143 2.284
C -1.927 -1.455 -0.870
Br 6.136 -2.713 4.557
H -2.920 -1.027 -4.557
H -5.527 0.450 -5.909
N -1.491 -1.615 0.425
C -1.209 3.434 -0.074
H 0.798 1.962 4.354
H -4.419 -2.269 1.904
O 2.554 -1.515 0.883
C -3.741 -2.022 1.100
O 0.337 -1.174 -1.350
C -5.006 0.646 -3.844
H 0.190 2.775 -2.163
C 3.319 -2.352 4.851
Br 0.524 -2.055 5.527
H 0.116 3.975 2.255
C -5.042 1.068 -5.165
H 4.132 -5.081 2.232
C -0.934 -1.235 -1.847
N 2.520 -4.046 -1.486
H 3.439 2.218 1.792
C 3.151 -5.284 1.806
H 2.885 3.622 -1.599
H -1.891 0.600 1.637
H 3.063 2.055 3.501
C -3.282 -1.532 -1.215
N -5.627 -0.610 -3.538
O 0.610 -1.555 2.486
Br -3.031 4.682 -5.003
C 2.763 1.740 2.500
C -4.459 1.455 -2.854
C 2.356 3.406 -0.669
C 2.904 1.009 -0.944
C -3.855 3.049 -4.537
C -3.884 2.664 -3.205
H 1.619 4.193 -0.528
H 4.323 -4.443 -2.598
H -4.520 3.778 0.550
H -0.402 3.992 -0.521
C -2.649 -1.150 -3.518
C 1.817 -1.874 3.051
H 2.945 -6.351 1.842
C 4.396 -2.356 3.959
C 2.119 -4.246 -0.221
C 0.435 1.558 3.408
C -3.630 -1.319 -2.577
C -3.321 2.097 1.132
Ta 0.693 -1.343 0.554
H -4.437 2.591 -6.550
N -5.016 -1.472 -2.908
C -1.284 -1.106 -3.159
H 5.122 -5.443 -0.154
C 3.810 -4.500 -1.657
H 1.594 2.061 -2.941
H 1.919 -3.655 -2.198
C 1.743 2.008 -0.808
H -1.988 -2.040 2.375
C 0.908 1.962 -2.097
H -3.461 3.308 -2.447
C 2.901 -1.855 2.169
H 2.561 0.028 -1.280
C 4.188 -2.087 2.599
H 2.907 0.661 2.442
H 0.370 1.025 -2.215
C -3.536 3.330 0.537
P 0.679 1.455 0.649
H -4.133 1.583 1.630
H -0.526 -0.960 -3.917
C 2.014 -2.094 4.399
H -5.248 -1.920 -0.421
C -2.379 -1.906 1.373
Br 5.572 -1.981 1.343
C 4.197 -4.991 -0.462
H 2.388 -4.744 2.361
C -2.053 1.533 1.116
H 1.495 3.986 3.343
N 3.144 -4.824 0.418
*
```

HOMO level = -12.70 eV
Frontier orbital gap = 0.2085 hartree

***

Which one sits at the top of the stability order? model ii does.

***

Model i:
ORCA calculation (the ωB97M-V functional and the def2-TZVPD basis) on CH3IO3S in the gas phase.

Geometry as ORCA input:
```
! wB97M-V def2-TZVPD RIJCOSX def2/J DEFGRID3
* xyz 0 1
O 0.365 0.909 -1.757
I 2.675 -1.412 -0.238
C -1.294 -0.277 0.074
O -0.196 0.039 0.906
H -2.126 0.224 0.658
S 1.078 0.444 0.142
H -1.012 0.245 -0.817
O 1.852 1.258 0.975
H -1.342 -1.430 0.057
*
```

HOMO level (spin up / spin down) = -10.33 / -10.33 eV
Frontier orbital gap (spin up / spin down) = 0.2954 / 0.2955 hartree
SMILES = COS(=O)(=O)I

***

Model ii:
ORCA calculation (the ωB97M-V functional and the def2-TZVPD basis) on CH3IO3S in the gas phase.

Geometry as ORCA input:
```
! wB97M-V def2-TZVPD RIJCOSX def2/J DEFGRID3
* xyz 0 1
H -1.728 -1.294 0.751
H -1.604 0.462 0.519
S 1.004 0.596 -0.191
O 0.624 0.833 -1.543
O 0.209 -0.666 0.441
C -1.161 -0.523 0.183
I 3.033 -0.563 -0.014
H -1.333 -0.550 -0.833
O 0.957 1.707 0.689
*
```

HOMO level = -10.50 eV
Frontier orbital gap = 0.3605 hartree
SMILES = COS(=O)(=O)I

***

Which one sits at the top of the stability order? model ii does.

***

Model i:
ORCA calculation (the ωB97M-V functional and the def2-TZVPD basis) on C3H3N3OS in the gas phase.

Geometry as ORCA input:
```
! wB97M-V def2-TZVPD RIJCOSX def2/J DEFGRID3
* xyz 0 1
O 0.376 1.162 -0.008
C -1.634 0.090 0.037
N 0.256 -1.212 -0.084
H -3.470 -0.610 -0.861
C 1.003 -0.030 -0.013
C -3.107 -0.039 0.027
N -0.993 -1.204 0.026
S 2.632 -0.038 0.028
H -3.558 0.933 0.002
N -1.011 1.192 -0.051
H -3.418 -0.559 0.937
*
```

HOMO level = -9.39 eV
Frontier orbital gap = 0.2768 hartree
SMILES = Cc1nnc(=S)on1

***

Model ii:
ORCA calculation (the ωB97M-V functional and the def2-TZVPD basis) on 2 unconnected molecules or ions with the total composition C3H3N3OS.

Geometry as ORCA input:
```
! wB97M-V def2-TZVPD RIJCOSX def2/J DEFGRID3
* xyz 0 1
H -1.614 -1.693 -2.763
H -0.894 -0.165 1.283
H 1.343 2.171 0.311
C 0.588 1.518 0.598
N 0.876 0.741 1.572
O -0.083 -0.289 1.842
C -0.623 1.667 -0.009
N -1.731 1.664 -0.266
N -0.854 -1.144 -2.434
C 0.157 -0.658 -2.857
S 1.536 -0.060 -3.186
*
```

HOMO level = -9.86 eV
Frontier orbital gap = 0.3521 hartree
SMILES = N#C/C=N\O.N=C=S

***

Which one sits at the top of the stability order? model ii does.